(1)
Density functional theory data (ωB97M-V with the def2-TZVPD basis set) for C29H34N3O6 as an isolated structure in a non-equilibrium geometry.

Each line ends with the Löwdin charge.
Atoms and positions in Å:
C -0.59525 -1.65844 -1.88484  -0.11
C -1.34831 -0.42786 -1.67354  -0.14
N -0.70743 0.78894 -2.29920  -0.08
C -0.50736 1.88952 -1.59688  -0.02
C 0.26332 2.73793 -2.42910  0.05
N 0.47632 2.00407 -3.63988  -0.12
C -0.21196 0.81203 -3.50741  -0.02
C 1.35978 2.35708 -4.66667  -0.05
H -0.98894 -2.52689 -1.52491  0.04
H 0.34664 -1.54062 -1.41146  0.08
H -0.60805 -2.20346 -2.93041  0.13
H -1.30143 -0.36171 -0.41725  0.19
H -2.29842 -0.48409 -1.97191  0.08
H -1.09202 2.24113 -0.60186  0.19
H 0.74394 3.78584 -2.37527  0.15
H -0.33204 -0.08221 -4.26654  0.21
H 1.13556 3.35718 -4.88791  0.06
H 0.76374 1.65730 -5.68702  0.20
H 2.48933 2.25729 -4.64148  0.12
N 1.03580 -8.75529 -0.04825  0.07
C 1.73532 -7.62930 0.43411  -0.09
C 1.26821 -6.29904 0.09283  -0.11
C 0.37251 -6.15163 -0.95278  -0.13
C -0.34946 -7.22226 -1.51654  0.01
C 0.17180 -8.50062 -0.97648  -0.14
H 2.72866 -7.69528 1.16084  0.15
H 2.02289 -5.49024 0.33974  0.10
H 0.20770 -5.25936 -1.51273  0.07
H -1.11308 -7.10713 -2.21664  0.08
H -0.22605 -9.14818 -1.40998  -0.02
C 2.77055 3.54142 0.36094  0.03
C 3.27351 3.48040 -1.12905  0.03
C 2.98914 4.60788 -2.00368  -0.33
C 2.33637 5.77123 -1.51174  0.01
C 1.95248 5.87839 -0.11779  0.04
C 2.14465 4.75011 0.68877  -0.40
O 1.65392 4.92292 1.92181  0.02
O 3.21854 4.49792 -3.36727  0.00
H 3.13108 2.71114 1.09963  0.14
H 3.65838 2.49377 -1.54455  0.12
H 2.08341 6.49099 -2.04309  0.02
H 1.32358 6.70487 0.22508  0.13
H 1.64234 4.08280 2.44294  0.13
H 2.99766 5.20507 -3.96672  0.11
C -4.74460 2.29942 1.92972  -0.01
C -3.47828 3.16576 2.13716  0.05
C -2.19540 2.44278 2.19990  -0.40
C -2.24432 1.01027 1.93278  -0.03
C -3.47044 0.29474 1.70761  0.01
C -4.73791 0.97649 1.77268  -0.42
O -5.87544 0.36973 1.50135  0.06
O -1.05423 2.99157 2.15867  0.05
H -5.61399 2.96032 2.02847  0.11
H -3.68300 4.24365 1.99575  0.10
H -1.34811 0.49658 2.02474  0.06
H -3.45742 -0.89280 1.59911  0.14
H -5.92297 -0.58922 1.69377  0.13
H -1.12058 3.97367 1.97714  0.16
C -0.11775 -1.11315 4.07913  0.01
C 1.18184 -0.67431 3.72981  0.00
C 1.93173 -1.24222 2.64485  -0.32
C 1.29546 -2.26583 1.78730  0.06
C -0.04320 -2.58174 2.12450  0.00
C -0.78210 -1.94895 3.14009  -0.31
O -2.07105 -2.32836 3.47460  0.03
O 3.21433 -1.11326 2.40434  0.05
H -0.63379 -0.73241 4.94508  0.12
H 1.84905 -0.05333 4.29010  0.10
H 1.69583 -2.48571 1.02628  -0.01
H -0.56385 -3.18405 1.50823  0.06
H -2.42423 -3.09381 3.03826  0.10
H 3.79706 -1.40942 3.11274  0.13

Summary:
**Net charge**: +1
**Energy above the lowest of the compared OMol25 structures with the same formula, charge and spin**: 85.2 kcal/mol
**Kohn-Sham gap**: 7.49 eV
**E_tot**: -1740.50101 a.u.
**Spin multiplicity**: 1


(2)
Density functional theory data (ωB97M-V with the def2-TZVPD basis set) for a 2-piece molecular cluster, C11H20N2O2P overall in a non-equilibrium geometry.

Each line ends with the Löwdin charge.
Atoms and positions in Å:
C 2.97077 2.33070 0.28581  -0.20
C 1.53238 2.35838 0.80687  -0.44
P 0.43014 1.71944 -0.52542  0.98
C 1.14837 0.08481 -0.96775  -0.29
C -1.23504 1.31168 0.26481  -0.58
N -1.37744 2.16788 1.43124  0.02
C -2.31425 1.48587 -0.82456  -0.25
C -3.59673 2.22339 -0.38856  -0.11
C -1.14591 -0.17063 0.75936  -0.75
O -0.30100 -0.36735 1.68215  -0.09
O -1.87114 -0.98111 0.21701  -0.02
H 3.62593 2.88961 0.93680  0.05
H 3.31953 1.30504 0.23537  0.05
H 3.00708 2.72950 -0.71992  0.05
H 1.26794 3.39798 0.92604  0.05
H 1.44564 1.82769 1.74588  0.07
H 0.47669 -0.46944 -1.60372  0.04
H 1.39532 -0.50162 -0.09140  0.02
H 2.05762 0.28275 -1.52386  0.01
H -1.96926 1.76459 2.13811  0.08
H -1.64945 3.10947 1.19721  0.06
H -2.59469 0.53518 -1.25198  0.09
H -1.87806 2.07015 -1.62630  0.05
H -3.52148 3.26496 -0.68103  0.05
H -3.79144 2.17200 0.67068  0.05
H -4.42968 1.83438 -0.95637  0.05
N 2.01417 -3.61544 -0.12122  -0.01
C 1.44413 -4.37595 -1.10829  -0.17
C 0.09401 -4.41639 -0.87143  -0.12
C -0.15924 -3.65106 0.30151  -0.10
C 1.04038 -3.16981 0.73803  -0.14
H 2.99052 -3.40832 -0.04255  0.13
H 2.04273 -4.81194 -1.89076  0.09
H -0.63458 -4.92967 -1.47753  0.08
H -1.11239 -3.45727 0.75908  0.09
H 1.27840 -2.53945 1.57674  0.10

Summary:
**Net charge**: -1
**Kohn-Sham gap**: 7.36 eV
**E_tot**: -1032.52699 a.u.
**Spin multiplicity**: 1


(3)
Density functional theory data (ωB97M-V with the def2-TZVPD basis set) for C7H15NO2 as an isolated structure in a non-equilibrium geometry.

Each line ends with the Löwdin charge.
Atoms and positions in Å:
C -0.02407 0.97141 0.16356  -0.22
C -0.82765 0.34503 -0.94098  -0.30
C 0.79728 -1.12869 0.60547  -0.12
C -0.69762 1.34952 1.42636  -0.03
C 1.19106 1.70355 -0.24214  -0.03
C 0.01092 -1.78313 1.73072  -0.12
C 0.07377 -0.89801 -1.16214  -0.63
N -0.97497 1.18955 -2.12233  0.07
O -0.78038 -2.01960 -1.28567  0.02
O 1.04041 -0.77098 -1.97069  -0.06
H -0.23273 -2.78759 -1.50195  0.11
H -1.80502 0.04063 -0.56701  0.15
H -0.16699 1.00823 -2.71967  0.08
H -1.78756 0.89072 -2.64916  0.08
H 1.56950 -0.45379 0.98234  0.09
H 1.40434 -1.91234 0.14418  0.11
H -0.00262 1.43276 2.26333  0.10
H 1.76871 1.06428 -0.92651  0.10
H -1.13012 2.34620 1.25173  0.12
H -1.52391 0.68787 1.67907  0.09
H 0.86793 2.55654 -0.85270  0.11
H 1.76899 2.07039 0.60565  0.09
H -0.77808 -2.41245 1.31716  0.07
H 0.66611 -2.41732 2.33746  0.07
H -0.42729 -1.07278 2.43394  0.05

Summary:
**Energy above the lowest of the compared OMol25 structures with the same formula, charge and spin**: 99.4 kcal/mol
**Kohn-Sham gap**: 7.63 eV
**E_tot**: -480.82708 a.u.
**Spin multiplicity**: 1


(4)
Density functional theory data (ωB97M-V with the def2-TZVPD basis set) for C45H43I2LaN9O11PS5 as an isolated structure in a non-equilibrium geometry.

Each line ends with the Löwdin charge.
Atoms and positions in Å:
La 0.40657 -1.09373 0.10351  2.03
O -1.10573 -0.74713 -3.68599  0.09
C -1.51753 -0.11963 -2.58879  -0.54
O -0.73333 0.47857 -1.84239  -0.18
C -3.00063 0.20377 -2.67859  -0.09
O -3.66303 0.16547 -1.44719  -0.11
C -3.99013 -1.14213 -1.05259  -0.09
C -2.83663 -2.15213 -1.02379  -0.57
O -3.10253 -3.29103 -0.66159  0.03
O -1.66973 -1.78753 -1.40449  -0.16
H -0.13053 -0.82443 -3.66199  0.04
H -3.08613 1.23157 -3.04609  0.14
H -3.45853 -0.48403 -3.40029  0.15
H -4.40373 -1.07373 -0.04289  0.13
H -4.76833 -1.56443 -1.71069  0.14
N 4.37027 0.18007 0.75161  0.09
C 4.14037 -1.11083 1.11451  -0.69
N 3.07857 -1.80333 0.84941  0.03
C 3.12067 -3.03743 1.46451  -0.33
C 4.22817 -3.25933 2.22641  -0.35
S 5.28657 -1.90453 2.17621  1.06
C 2.08107 -4.01103 1.21501  -0.36
C 2.13117 -5.31393 1.60531  -0.34
S 0.78047 -6.18253 1.01211  1.04
C 0.21577 -4.71653 0.24601  -0.80
N 0.98537 -3.67493 0.44661  -0.09
N -0.83763 -4.76843 -0.57109  0.11
H 3.69417 0.52097 0.07881  0.04
H 5.32997 0.42217 0.55751  0.11
H 4.48987 -4.13653 2.77611  0.07
H 2.87257 -5.80203 2.19911  0.07
H -1.36613 -5.62633 -0.58859  0.10
H -1.40743 -3.94293 -0.76389  0.06
C 0.97227 -1.90253 4.84491  0.02
C 1.37977 -0.89283 3.81811  -0.47
O 1.17757 -1.02043 2.61361  -0.09
N 2.02907 0.18857 4.30021  0.10
C 2.56947 1.20827 3.42041  -0.11
C 1.51717 2.14947 2.88831  -0.25
C 1.28287 3.36697 3.51721  -0.02
C 0.33747 4.22487 2.97951  -0.05
C -0.31573 3.84047 1.82221  -0.04
C -0.00553 2.60877 1.26221  -0.19
N 0.87647 1.77057 1.78441  0.13
H 1.09057 -2.89513 4.41451  0.08
H -0.09593 -1.79493 5.04671  0.08
H 1.53647 -1.80303 5.76951  0.08
H 2.09017 0.33217 5.29541  0.14
H 3.02107 0.70467 2.56231  0.09
H 3.33347 1.76517 3.96671  0.13
H 1.83847 3.63337 4.40661  0.11
H 0.13677 5.17997 3.44281  0.11
H -1.05213 4.47937 1.36091  0.11
H -0.45893 2.28047 0.33721  0.05
O 3.66857 -0.82573 -1.94659  -0.36
S 2.51967 0.02377 -2.06619  0.37
O 1.46647 -0.53293 -2.94749  -0.76
O 1.98727 0.40157 -0.75449  -0.59
C 2.98377 1.44527 -3.03319  -0.25
C 4.06417 1.32547 -3.88999  -0.04
C 4.31277 2.32227 -4.81869  -0.06
C 3.46677 3.42077 -4.89009  -0.05
C 2.38687 3.52947 -4.03269  -0.07
C 2.12037 2.52697 -3.10149  -0.31
P 0.73067 2.62467 -1.89269  1.17
C 1.47867 4.09257 -1.04379  -0.34
C 1.03337 5.40627 -1.09179  -0.09
C 1.59617 6.36197 -0.26049  -0.08
C 2.60387 6.02297 0.62451  -0.09
C 3.08067 4.72197 0.65151  -0.08
C 2.51927 3.76907 -0.17449  -0.11
C -0.59023 3.35727 -2.92279  -0.35
C -0.73193 3.14117 -4.29079  -0.09
C -1.85053 3.60667 -4.96119  -0.08
C -2.85523 4.26547 -4.27309  -0.09
C -2.74753 4.44297 -2.90299  -0.08
C -1.63253 3.97697 -2.23389  -0.12
H 4.68487 0.44667 -3.81749  0.12
H 5.15467 2.23187 -5.48689  0.11
H 3.65007 4.19377 -5.62229  0.11
H 1.72427 4.38157 -4.08689  0.11
H 0.24277 5.68677 -1.77289  0.10
H 1.23437 7.37857 -0.29769  0.10
H 3.01797 6.76567 1.29041  0.10
H 3.87527 4.44717 1.32941  0.10
H 2.86377 2.74297 -0.13799  0.09
H 0.02577 2.60037 -4.84169  0.11
H -1.93613 3.45457 -6.02729  0.10
H -3.72313 4.63267 -4.79889  0.10
H -3.53673 4.94307 -2.36019  0.10
H -1.56453 4.08447 -1.15939  0.09
N -5.82013 -6.59313 0.66821  0.11
C -4.80903 -5.78833 1.13531  -0.32
C -5.03203 -4.42743 1.36481  -0.02
C -4.03213 -3.63003 1.87721  -0.08
C -2.79573 -4.17243 2.17651  -0.28
C -2.56923 -5.52423 1.98921  -0.08
C -3.56243 -6.32903 1.46851  -0.02
S -1.48843 -3.11093 2.75261  0.63
O -1.91473 -2.46403 3.97871  -0.40
O -0.28893 -3.89973 2.86051  -0.31
N -1.25603 -1.98343 1.60481  -0.28
C -1.86383 -0.81603 1.74571  -0.76
S -2.99163 -0.40403 3.01561  1.09
C -3.29953 1.09807 2.18361  -0.35
C -2.52813 1.19467 1.08671  -0.27
N -1.68153 0.14327 0.86421  -0.09
H -6.58393 -6.13313 0.19941  0.09
H -5.54703 -7.47943 0.27441  0.09
H -5.99323 -4.00323 1.11791  0.11
H -4.19963 -2.57893 2.04401  0.08
H -1.60833 -5.93423 2.25671  0.07
H -3.38073 -7.38393 1.31611  0.11
H -4.01693 1.79887 2.55171  0.06
H -2.57263 1.98017 0.35461  0.11
I 1.49237 -2.62053 -2.55259  0.90
I 1.62377 -5.41173 -2.79719  0.09

Summary:
**Energy above the lowest of the compared OMol25 structures with the same formula, charge and spin**: 29.8 kcal/mol
**Kohn-Sham gap**: 7.29 eV
**E_tot**: -6020.59316 a.u.
**Spin multiplicity**: 1


(5)
Density functional theory data (ωB97M-V with the def2-TZVPD basis set) for a 2-piece molecular cluster, C12H15ClIN2O5P overall in a non-equilibrium geometry.

Each line ends with the Löwdin charge.
Atoms and positions in Å:
C -0.23768 3.13793 1.28340  -0.13
C -1.05416 3.29334 -0.06031  -0.27
C -0.94789 2.04899 -1.04956  -0.58
Cl -2.50735 2.03263 -2.04214  0.59
C -0.68391 0.68597 -0.33774  -0.17
N -1.79291 -0.15354 -0.00844  0.08
C -1.63383 -1.41897 0.64800  -0.04
C -0.32521 -1.92280 1.06235  -0.01
C 0.90884 -1.05802 0.77989  -0.22
C 2.29971 -1.58318 1.26840  -0.68
I 3.29101 -0.20821 2.69074  0.60
C 3.25309 -2.08133 0.10697  -0.28
C 4.25238 -0.99779 -0.47891  -0.18
C 0.68019 0.23768 0.05231  -0.16
N 1.79484 1.13586 -0.29061  0.13
C 2.05370 1.07113 -1.52361  -0.28
O 2.34492 0.74588 -2.63350  0.15
H 0.88282 3.20442 1.13327  0.07
H -0.49680 2.21840 1.87431  0.08
H -0.50124 4.02807 1.94003  0.07
H -0.60492 4.18301 -0.60264  0.10
H -2.12956 3.52160 0.17877  0.09
H -0.14708 2.31402 -1.80173  0.08
H -2.76991 0.10187 -0.22157  0.10
H -2.54296 -2.04752 0.86266  0.09
H -0.26269 -2.89949 1.60001  0.10
H 2.05008 -2.49904 1.88614  0.06
H 3.88708 -2.92406 0.53064  0.10
H 2.68932 -2.54167 -0.75648  0.11
H 4.02539 0.06043 -0.19619  0.01
H 5.34181 -1.23622 -0.27855  0.07
H 4.15524 -1.04496 -1.60992  0.06
O -3.88901 -2.86378 -1.02007  -0.37
P -5.06201 -1.88212 -0.80258  -0.19
O -6.39922 -2.62386 -0.95482  -0.39
O -4.97092 -0.75157 -1.84474  -0.39
O -4.95113 -1.28312 0.61621  -0.40

Summary:
**Net charge**: -2
**Kohn-Sham gap**: 2.65 eV
**E_tot**: -2051.09125 a.u.
**Spin multiplicity**: 1


(6)
Density functional theory data (ωB97M-V with the def2-TZVPD basis set) for C27H33NO3OsS2 as an isolated structure.

Each line ends with the Löwdin charge.
Atoms and positions in Å:
Os 0.92737 1.03266 0.07441  1.50
O -0.21709 0.78933 1.84911  -0.61
S -1.38219 -0.23236 1.89981  1.05
C -0.92040 -1.32747 3.28447  -0.27
C 0.47476 -1.89974 3.05869  -0.23
C 0.53126 -2.93662 1.93251  -0.22
C 1.96875 -3.13529 1.45470  -0.25
S 2.35401 -1.98954 0.07368  1.12
O 1.29609 -0.89534 0.35509  -0.68
C 1.70371 -2.84407 -1.32260  -0.42
C 0.35219 -2.78657 -1.63893  -0.07
C -0.09034 -3.48243 -2.75271  -0.04
C 0.80657 -4.21895 -3.51973  -0.03
C 2.15580 -4.25566 -3.19295  -0.04
C 2.61814 -3.55465 -2.08956  -0.07
C -2.74740 0.62750 2.61586  -0.42
C -3.99244 0.42526 2.03376  -0.08
C -5.09522 1.07212 2.57469  -0.05
C -4.93408 1.91538 3.66423  -0.04
C -3.67735 2.12008 4.22574  -0.04
C -2.57005 1.47062 3.70667  -0.06
H -1.69770 -2.09574 3.33331  0.12
H -0.97514 -0.70350 4.17838  0.10
H 0.84698 -2.34070 3.98557  0.14
H 1.12938 -1.05968 2.83342  0.10
H -0.07550 -2.61277 1.08890  0.07
H 0.10753 -3.88838 2.25421  0.14
H 2.18508 -4.13223 1.07581  0.11
H 2.70246 -2.89540 2.22486  0.11
H -0.33518 -2.19127 -1.04654  0.11
H -1.13742 -3.45333 -3.02166  0.12
H 0.45076 -4.76281 -4.38378  0.12
H 2.84919 -4.81977 -3.80037  0.12
H 3.67207 -3.56247 -1.83570  0.12
H -4.09829 -0.22954 1.17669  0.12
H -6.07528 0.92008 2.14458  0.12
H -5.79393 2.42136 4.08122  0.12
H -3.56481 2.78293 5.07247  0.12
H -1.58716 1.62703 4.12923  0.12
C 2.21962 2.80475 -2.02413  -0.05
N 2.03991 1.35502 -1.75739  -0.37
C 3.37939 0.74331 -1.80738  -0.05
C 1.18215 0.77614 -2.83894  -0.13
C -0.23466 1.15669 -2.55430  -0.23
C -1.18925 1.35790 -3.52818  0.00
C -2.47294 1.75346 -3.14918  -0.02
C -2.80191 1.94892 -1.81126  -0.05
C -1.85477 1.70982 -0.82957  -0.08
C -0.55301 1.31052 -1.18682  -0.27
H 2.66203 2.94284 -3.01353  0.11
H 2.89364 3.22697 -1.27873  0.09
H 1.25700 3.31234 -1.98096  0.10
H 3.86338 0.97865 -2.75956  0.11
H 3.31281 -0.33323 -1.72532  0.05
H 3.98480 1.13106 -0.99004  0.10
H 1.30754 -0.30789 -2.81435  0.12
H 1.51927 1.12797 -3.81714  0.15
H -0.95023 1.23675 -4.57732  0.13
H -3.21918 1.92706 -3.91340  0.12
H -3.79525 2.28112 -1.54249  0.12
H -2.11358 1.86449 0.21090  0.08
C 1.72542 3.90267 1.28463  0.00
C 1.89279 2.44284 1.05962  -0.51
O 2.67916 1.65771 1.55005  0.03
H 1.89701 4.11994 2.33793  0.11
H 0.73209 4.22764 0.97839  0.09
H 2.47161 4.44646 0.70096  0.10

Summary:
**Net charge**: +2
**Energy above the lowest of the compared OMol25 structures with the same formula, charge and spin**: 4.1 kcal/mol
**Kohn-Sham gap (spin up / spin down)**: 7.32 / 7.31 eV
**E_tot**: -2215.58458 a.u.
**Spin multiplicity**: 1